No. 1
{
  "formula": "C5H15BBr4Na3O",
  "method": "ωB97M-V/def2-TZVPD",
  "homo_ev": -10.29,
  "total_energy_ha": -11082.176890,
  "max_force_ev_per_a": 5.04,
  "total_charge": 1,
  "symbols": ["Na", "Na", "Na", "B", "H", "H", "H", "H", "C", "O", "H", "H", "H", "Br", "C", "C", "Br", "H", "H", "H", "H", "Br", "C", "C", "Br", "H", "H", "H", "H"],
  "xyz": [[5.35310, 7.41333, 30.12697], [6.05015, 12.31528, 29.22965], [7.00856, 8.50186, 26.04396], [4.19840, 10.60239, 26.42523], [3.20125, 10.94087, 26.66053], [4.30725, 10.53074, 25.35413], [4.92731, 11.30801, 26.79270], [4.36880, 9.65245, 26.90774], [9.32403, 9.43290, 29.78795], [7.98711, 9.55918, 29.36209], [9.38244, 9.01694, 30.79376], [9.89195, 8.82087, 29.08724], [9.89535, 10.35807, 29.86371], [8.61287, 12.21093, 34.78712], [7.00295, 11.09358, 34.50344], [7.06989, 9.61856, 35.01102], [5.51488, 8.51698, 34.39371], [6.80835, 11.15457, 33.43270], [6.20590, 11.65177, 34.99460], [7.03878, 9.72485, 36.09538], [8.00456, 9.16335, 34.68349], [13.26505, 9.57157, 34.46653], [13.68167, 10.57454, 32.78035], [15.10542, 11.04795, 32.66563], [15.82088, 12.15849, 34.16221], [13.08511, 11.48561, 32.73363], [13.35635, 9.85886, 32.02532], [15.22463, 11.63905, 31.75761], [15.75890, 10.17559, 32.67326]]
}

---

No. 2
{
  "formula": "C22H50NPPtSi4",
  "method": "ωB97M-V/def2-TZVPD",
  "homo_ev": [-12.35, -14.15],
  "total_energy_ha": -2540.974403,
  "spin_multiplicity": 5,
  "s_squared": 6.017,
  "max_force_ev_per_a": 2.75,
  "total_charge": 2,
  "symbols": ["C", "C", "C", "C", "C", "C", "C", "C", "N", "Pt", "C", "P", "H", "H", "H", "H", "H", "H", "H", "H", "C", "C", "H", "C", "C", "H", "H", "H", "H", "H", "H", "H", "H", "H", "H", "H", "H", "H", "H", "C", "Si", "C", "C", "Si", "Si", "C", "C", "C", "Si", "C", "C", "C", "H", "H", "H", "H", "H", "H", "H", "H", "H", "H", "H", "H", "H", "H", "H", "H", "H", "H", "H", "H", "H", "H", "H", "H", "H", "H", "H"],
  "xyz": [[3.88665, 3.21458, 0.09794], [3.27857, 3.00015, 1.32389], [2.07510, 2.26685, 1.42146], [1.62757, 1.57380, 0.27506], [2.21332, 1.83717, -0.96212], [3.37358, 2.64853, -1.04967], [1.41797, 2.20095, 2.79698], [-0.08870, 1.97980, 2.97331], [-0.92204, 2.08876, 1.76131], [0.12729, 0.04204, 0.36190], [1.59873, 1.29954, -2.23709], [-0.10370, 0.75053, -1.79886], [3.67678, 3.47638, 2.24083], [3.79847, 2.84443, -2.03331], [4.79061, 3.84417, 0.04195], [2.16634, 0.43079, -2.61719], [1.58898, 2.06134, -3.03998], [1.92453, 1.39747, 3.36145], [1.66178, 3.13243, 3.32333], [-0.26894, 0.97664, 3.38210], [-0.51167, -0.49394, -3.04158], [-1.07940, 2.19858, -2.27884], [-0.46731, 2.70273, 3.70529], [-0.86876, 3.38677, 1.07659], [-2.30225, 1.61049, 1.97854], [0.98685, -1.02595, -0.65061], [-1.20268, 4.17789, 1.76687], [0.15691, 3.58939, 0.73762], [-1.56253, 3.34337, 0.22642], [-2.81649, 2.29541, 2.66883], [-2.82211, 1.61620, 1.00828], [-2.26651, 0.58383, 2.38561], [-1.16051, 2.32834, -3.37004], [-2.08544, 2.06897, -1.86969], [-0.64945, 3.11537, -1.86127], [-0.45627, -0.12547, -4.07335], [0.13108, -1.37402, -2.96961], [-1.54072, -0.82227, -2.87009], [-0.15882, -1.48056, -0.53791], [3.27159, -1.69623, 2.74485], [1.55473, -2.14309, 3.38463], [1.53163, -3.87094, 4.15702], [1.09132, -1.00171, 4.82528], [0.10050, -2.09765, 1.52354], [0.92192, -3.88358, 0.09890], [1.28219, -5.51675, 0.95858], [-0.40576, -4.13207, -1.24369], [2.51452, -3.28604, -0.74311], [-1.91060, -2.88958, 2.40346], [-1.83124, -4.76964, 2.63294], [-2.28044, -2.10105, 4.09026], [-3.30574, -2.47642, 1.19703], [3.93685, -1.59029, 3.61393], [3.25732, -0.73724, 2.19727], [3.68586, -2.46784, 2.08178], [2.24862, -3.81988, 4.98927], [0.54910, -4.14017, 4.57324], [1.84746, -4.66467, 3.47066], [1.35037, 0.04824, 4.63914], [0.02512, -1.04746, 5.08694], [1.66360, -1.33175, 5.70872], [0.49072, -5.86165, 1.63397], [1.38840, -6.26007, 0.15237], [2.22975, -5.48927, 1.51321], [-0.59935, -3.24239, -1.85979], [-0.04300, -4.92042, -1.91754], [-1.36908, -4.46334, -0.82650], [2.39542, -2.30756, -1.23087], [3.35514, -3.20694, -0.04000], [2.78516, -4.00834, -1.52888], [-1.07499, -5.07975, 3.36932], [-2.82331, -5.05761, 3.01346], [-1.64896, -5.31805, 1.69801], [-2.18120, -1.00335, 4.07803], [-3.32762, -2.34517, 4.32566], [-1.64733, -2.49138, 4.90457], [-3.52528, -1.39951, 1.18567], [-3.09128, -2.79614, 0.16728], [-4.20702, -3.01265, 1.54246]]
}

---

No. 3
{
  "formula": "C2H2Br2S2",
  "method": "ωB97M-V/def2-TZVPD",
  "homo_ev": [-7.63, -7.78],
  "total_energy_ha": -6021.693344,
  "max_force_ev_per_a": 7.26,
  "symbols": ["S", "C", "Br", "C", "S", "Br", "H", "H"],
  "xyz": [[0.21449, -2.58722, 0.66079], [1.18610, -1.21033, 0.39211], [3.04007, -1.32839, 0.44823], [0.59563, 0.41000, 0.14544], [1.69493, 1.62697, -0.37907], [-1.26964, 0.53815, -0.03421], [-0.88664, -2.12298, 0.05472], [0.97901, 2.62958, 0.13452]]
}

---

What are the M values for these records? In order: 490.6, 667.0, 250.0 g/mol.